(1)
A cluster of 3 separate species, C7H10BrNO3 in total at a distorted geometry. Source: OMol25; level of theory: wB97M-V/def2-TZVPD.

Geometry as ORCA input:
```
! RIJCOSX wB97M-V def2-TZVPD def2/J DEFGRID3
* xyz 0 1
C 0.414 1.193 -0.436
C -2.447 2.040 -2.526
C 0.600 -2.612 0.607
C 1.437 -1.351 0.460
C -0.276 -1.807 1.588
C 0.447 2.656 -0.397
C -0.252 0.617 0.749
N 0.571 -0.578 1.337
O -2.662 2.440 -1.475
O 0.892 0.551 -1.347
O -2.234 1.619 -3.580
Br -2.579 -0.701 -0.692
H 0.167 -2.976 -0.284
H 1.221 -3.422 0.927
H 2.400 -1.376 0.937
H 1.613 -0.943 -0.552
H -1.284 -1.705 1.101
H -0.153 -2.260 2.591
H -0.563 2.939 -0.976
H 0.317 2.962 0.613
H 1.310 3.050 -0.830
H 1.062 -0.336 2.188
*
```

The calculation puts the HOMO energy (spin up / spin down) at -8.69 / -8.44 eV. For the total energy, the calculation gives -85090.937 eV. As for the relative energy (zero: lowest compared OMol25 entry of this formula, charge and spin): 213.8 kJ/mol.

=====

(2)
The molecule C17H24N4O3S at a distorted geometry. Source: OMol25; level of theory: wB97M-V/def2-TZVPD.

Geometry as ORCA input:
```
! RIJCOSX wB97M-V def2-TZVPD def2/J DEFGRID3
* xyz 0 1
C 3.458 -1.377 -3.564
C 2.983 -1.161 -2.133
C 3.154 0.294 -1.701
C 2.717 0.523 -0.251
N 1.314 0.263 -0.083
C 0.307 1.080 -0.498
S 0.556 2.678 -1.127
C -1.121 3.273 -0.767
C -1.389 3.015 0.715
O -0.481 3.083 1.522
N -2.658 2.752 1.084
C -3.814 2.547 0.238
C -4.149 1.047 0.218
O -4.414 0.592 1.525
C -3.284 0.777 2.351
C -2.902 2.260 2.430
N -0.859 0.521 -0.310
N -0.637 -0.685 0.235
C 0.654 -0.850 0.373
C 1.264 -2.042 0.912
C 2.404 -2.161 1.762
C 2.554 -3.488 1.997
O 1.603 -4.196 1.361
C 0.811 -3.324 0.711
C -0.337 -3.833 -0.078
H 3.328 -2.416 -3.855
H 4.512 -1.123 -3.658
H 2.892 -0.753 -4.251
H 1.931 -1.445 -2.057
H 3.549 -1.808 -1.457
H 2.572 0.946 -2.356
H 4.203 0.582 -1.788
H 2.899 1.565 0.032
H 3.274 -0.137 0.413
H -1.794 2.741 -1.433
H -1.124 4.342 -0.980
H -3.653 2.924 -0.768
H -4.652 3.095 0.685
H -5.053 0.859 -0.363
H -3.299 0.497 -0.209
H -3.557 0.397 3.337
H -2.435 0.204 1.953
H -1.993 2.395 3.016
H -3.720 2.837 2.873
H 2.996 -1.371 2.178
H 3.268 -4.036 2.579
H 0.010 -4.412 -0.934
H -0.956 -4.482 0.539
H -0.932 -2.991 -0.417
*
```

The calculation puts the HOMO energy at -8.10 eV. As for the SMILES: CCCCn1c(SCC(=O)N2CCOCC2)nnc1-c1ccoc1C. For the total energy, the calculation gives -40956.244 eV. As for the relative energy (zero: lowest compared OMol25 entry of this formula, charge and spin): 267.3 kJ/mol.

=====

(3)
A structure of composition C6H14N2 at a distorted geometry. Source: OMol25; level of theory: wB97M-V/def2-TZVPD.

Geometry as ORCA input:
```
! RIJCOSX wB97M-V def2-TZVPD def2/J DEFGRID3
* xyz 0 1
C 0.125 2.240 -0.425
C -0.725 1.289 0.432
C 0.175 0.295 1.205
C 1.132 -0.536 0.343
N -0.445 -3.415 -1.577
C 0.402 -2.493 -0.898
C 0.554 -1.148 -0.898
N -1.825 2.239 1.068
H 0.798 2.799 0.232
H -0.554 3.003 -0.804
H 0.658 1.759 -1.238
H -1.232 0.599 -0.260
H -0.421 -0.330 1.870
H 0.774 0.911 1.890
H 1.596 -1.236 1.044
H 1.961 0.134 0.080
H -0.898 -2.979 -2.390
H -0.816 -3.023 -0.585
H 1.129 -3.091 -0.339
H 0.873 -0.679 -1.833
H -2.414 1.558 1.560
H -0.848 2.104 1.523
*
```

The calculation puts the HOMO energy at -8.41 eV. For the total energy, the calculation gives -9423.165 eV. As for the relative energy (zero: lowest compared OMol25 entry of this formula, charge and spin): 609.7 kJ/mol.

=====

(4)
A structure of composition C21H51ClNNbO3 at a distorted geometry. Source: OMol25; level of theory: wB97M-V/def2-TZVPD.

Geometry as ORCA input:
```
! RIJCOSX wB97M-V def2-TZVPD def2/J DEFGRID3
* xyz 0 1
C 1.658 1.161 0.292
C 2.599 2.213 -0.283
C 1.860 3.178 -1.162
O 1.511 2.542 -2.371
Nb -0.256 3.116 -3.261
Cl 0.113 5.537 -2.949
C -0.795 0.944 -3.670
C -1.683 0.394 -2.524
C -2.479 -0.856 -2.967
C -3.972 -0.628 -2.968
C -4.555 -0.363 -1.582
C -5.902 0.336 -1.699
C -6.544 0.603 -0.355
C -7.632 1.682 -0.330
C -7.337 2.888 -1.173
O -6.184 3.514 -0.662
C -5.692 4.516 -1.527
H 0.681 1.597 0.472
H 2.039 0.748 1.223
H 1.526 0.330 -0.393
H 3.056 2.762 0.539
H 3.413 1.745 -0.829
H 2.507 4.033 -1.379
H 1.003 3.568 -0.614
H -1.118 3.012 -1.629
H -1.894 3.481 -3.955
H 0.441 3.140 -4.962
H -1.340 0.873 -4.604
H 0.121 0.362 -3.734
H -2.348 1.177 -2.197
H -1.005 0.116 -1.726
H -2.173 -1.097 -3.979
H -2.236 -1.725 -2.357
H -4.482 -1.504 -3.367
H -4.248 0.202 -3.611
H -3.875 0.275 -1.031
H -4.688 -1.294 -1.033
H -5.727 1.237 -2.276
H -6.546 -0.306 -2.298
H -7.016 -0.326 -0.042
H -5.806 0.817 0.407
H -8.616 1.298 -0.578
H -7.709 2.038 0.694
H -8.187 3.575 -1.186
H -7.168 2.614 -2.215
H -5.355 4.098 -2.474
H -4.849 4.984 -1.039
H -6.452 5.282 -1.695
C 6.096 -1.055 1.857
C 5.821 -2.448 2.390
N 4.921 -2.519 3.604
C 5.665 -1.897 4.752
C 4.722 -3.963 4.017
C 3.966 -4.884 3.075
C 3.634 -1.729 3.486
C 2.665 -2.022 2.353
O 3.225 -1.740 1.097
C 3.033 -2.718 0.081
H 6.620 -0.428 2.578
H 6.741 -1.150 0.985
H 5.195 -0.542 1.533
H 6.760 -2.908 2.701
H 5.391 -3.081 1.621
H 6.604 -2.427 4.884
H 5.054 -1.987 5.646
H 5.845 -0.850 4.535
H 4.226 -3.937 4.986
H 5.730 -4.350 4.163
H 2.890 -4.771 3.166
H 4.182 -5.912 3.365
H 4.253 -4.778 2.031
H 3.942 -0.688 3.418
H 3.117 -1.867 4.436
H 1.829 -1.329 2.515
H 2.234 -3.019 2.396
H 2.197 -3.383 0.297
H 3.945 -3.312 -0.056
H 2.836 -2.196 -0.853
*
```

The calculation puts the HOMO energy at -6.22 eV. For the total energy, the calculation gives -44302.493 eV.

=====

(5)
The molecule C20H30N4O7S at a distorted geometry. Source: OMol25; level of theory: wB97M-V/def2-TZVPD.

Geometry as ORCA input:
```
! RIJCOSX wB97M-V def2-TZVPD def2/J DEFGRID3
* xyz 0 1
C 4.480 -3.095 4.157
C 3.060 -3.617 4.370
O 2.460 -4.149 3.211
C 2.124 -3.198 2.224
C 1.220 -3.888 1.204
C 0.874 -2.992 0.016
N 0.065 -1.864 0.417
C -1.174 -1.662 -0.028
O -1.746 -2.287 -0.895
N -1.863 -0.580 0.585
C -1.465 0.209 1.621
O -0.374 0.118 2.150
C -2.470 1.287 2.018
N -2.330 2.500 1.231
C -0.991 3.066 1.293
C -1.007 4.463 0.674
N -1.546 4.449 -0.662
S -0.507 4.317 -1.956
O -1.256 4.720 -3.108
O 0.679 5.037 -1.598
C -0.075 2.586 -2.177
C 0.994 2.041 -1.489
C 1.318 0.712 -1.686
C 0.598 -0.065 -2.589
C -0.457 0.511 -3.315
C -0.795 1.839 -3.086
O -1.149 -0.184 -4.262
C -0.487 -1.357 -4.689
C 0.024 -2.141 -3.485
O 0.964 -1.364 -2.759
C -2.820 3.789 -0.763
C -2.781 2.386 -0.145
H 4.922 -2.847 5.118
H 5.086 -3.858 3.677
H 4.480 -2.202 3.537
H 2.428 -2.815 4.784
H 3.075 -4.450 5.077
H 3.028 -2.822 1.722
H 1.609 -2.345 2.693
H 1.736 -4.777 0.842
H 0.307 -4.212 1.704
H 1.787 -2.624 -0.461
H 0.298 -3.556 -0.720
H 0.398 -1.261 1.164
H -2.795 -0.457 0.210
H -3.495 0.923 1.920
H -2.281 1.548 3.063
H -0.692 3.131 2.341
H -0.259 2.437 0.763
H 0.000 4.875 0.608
H -1.632 5.124 1.283
H 1.571 2.667 -0.827
H 2.141 0.254 -1.162
H -1.593 2.295 -3.648
H -1.220 -1.935 -5.253
H 0.355 -1.088 -5.341
H 0.552 -3.044 -3.793
H -0.818 -2.400 -2.832
H -3.081 3.748 -1.820
H -3.561 4.393 -0.230
H -3.792 1.969 -0.149
H -2.123 1.741 -0.751
*
```

The calculation puts the HOMO energy at -8.59 eV. As for the SMILES: CCOCCCNC(=O)NC(=O)CN1CCN(S(=O)(=O)c2ccc3c(c2)OCCO3)CC1. For the total energy, the calculation gives -52355.277 eV. As for the relative energy (zero: lowest compared OMol25 entry of this formula, charge and spin): 200.0 kJ/mol.

=====

(6)
A structure of composition C40H43BN10O5PtS at a distorted geometry. Source: OMol25; level of theory: wB97M-V/def2-TZVPD.

Geometry as ORCA input:
```
! RIJCOSX wB97M-V def2-TZVPD def2/J DEFGRID3
* xyz 3 6
Pt 0.185 -0.607 0.448
C -1.585 0.870 3.174
C -1.237 -0.561 3.333
C -1.529 -1.421 4.381
C -0.935 -2.625 4.047
N -0.323 -2.501 2.852
N -0.499 -1.232 2.417
B 0.585 -3.462 2.040
N -0.012 -3.700 0.635
C -0.334 -4.867 0.033
C -0.711 -4.611 -1.262
C -0.595 -3.223 -1.411
C -0.830 -2.382 -2.608
N -0.172 -2.700 -0.259
N 1.944 -2.761 1.905
C 3.150 -3.053 2.437
C 4.066 -2.147 1.970
C 3.334 -1.271 1.153
C 3.814 -0.056 0.474
N 2.054 -1.662 1.128
N 0.679 -4.868 2.691
C 1.678 -5.863 2.567
C 1.168 -7.031 2.998
C -0.173 -6.709 3.402
C -1.198 -7.590 3.940
N -0.414 -5.374 3.167
H -1.630 1.359 4.145
H -2.565 0.978 2.704
H -0.841 1.367 2.558
H -2.095 -1.200 5.269
H -0.920 -3.547 4.596
H -0.294 -5.815 0.540
H -1.023 -5.319 -2.009
H -0.356 -2.822 -3.485
H -0.422 -1.392 -2.426
H -1.893 -2.291 -2.832
H 3.287 -3.854 3.143
H 5.117 -2.104 2.196
H 4.895 0.038 0.524
H 3.323 0.824 0.882
H 3.526 -0.060 -0.590
H 2.651 -5.652 2.158
H 1.655 -7.988 3.077
H -0.757 -8.398 4.525
H -1.727 -8.079 3.107
H -1.942 -7.038 4.514
O 1.131 1.470 1.048
S 0.499 2.675 0.347
C 0.035 3.755 1.731
C -1.313 4.006 1.926
C -1.709 4.798 2.995
C -0.753 5.300 3.866
C 0.593 5.022 3.670
C 1.002 4.243 2.597
C 1.828 3.618 -0.369
C 1.494 4.511 -1.379
C 2.480 5.321 -1.918
C 3.786 5.225 -1.452
C 4.108 4.325 -0.443
C 3.132 3.501 0.093
H -2.053 3.576 1.263
H -2.759 5.011 3.144
H -1.062 5.904 4.709
H 1.340 5.414 4.347
H 2.053 4.037 2.453
H 0.475 4.571 -1.746
H 2.233 6.020 -2.704
H 4.559 5.843 -1.887
H 5.120 4.276 -0.063
H 3.379 2.791 0.870
C -2.994 3.088 -1.776
C -3.583 1.731 -1.348
C -4.701 1.911 -0.303
C -4.126 0.999 -2.586
C -2.533 0.927 -0.730
N -1.725 0.304 -0.203
H -3.736 3.603 -2.385
H -2.089 2.953 -2.370
H -2.764 3.724 -0.922
H -5.423 2.627 -0.694
H -4.317 2.292 0.644
H -5.217 0.969 -0.121
H -5.051 1.485 -2.893
H -4.345 -0.049 -2.383
H -3.420 1.054 -3.413
O 2.757 0.185 -2.482
C 1.537 0.499 -2.571
O 0.703 0.641 -1.653
C 1.105 0.689 -4.017
C 2.041 0.861 -5.036
C 1.612 0.938 -6.352
C 0.269 0.779 -6.659
C -0.632 0.575 -5.627
C -0.245 0.572 -4.300
N -2.041 0.262 -5.935
O -2.717 -0.168 -5.014
O -2.417 0.442 -7.064
H 3.096 0.931 -4.808
H 2.332 1.093 -7.143
H -0.085 0.808 -7.681
H -0.986 0.465 -3.523
*
```

The calculation puts the HOMO energy (spin up / spin down) at -15.81 / -15.79 eV. For the total energy, the calculation gives -82043.911 eV. As for the relative energy (zero: lowest compared OMol25 entry of this formula, charge and spin): 138.8 kJ/mol.

=====

(7)
A structure of composition C34H42BrCl3MgN5OS at a distorted geometry. Source: OMol25; level of theory: wB97M-V/def2-TZVPD.

Geometry as ORCA input:
```
! RIJCOSX wB97M-V def2-TZVPD def2/J DEFGRID3
* xyz 1 1
Mg 0.409 1.405 -1.312
C -5.320 0.339 2.303
C -5.608 0.818 0.854
C -6.402 -0.206 0.100
C -6.505 2.097 0.835
C -4.300 0.980 0.174
C -3.932 2.082 -0.638
C -2.606 2.214 -1.095
N -1.619 1.359 -0.778
C -2.022 0.172 -0.192
C -3.339 0.030 0.297
C -0.943 -0.927 -0.010
C -1.205 -2.079 0.679
C -0.182 -3.086 0.674
C 1.013 -2.804 0.018
C 1.226 -1.508 -0.488
N 0.251 -0.675 -0.517
C -0.458 -4.473 1.195
C 0.742 -4.978 1.956
C -1.790 -4.550 1.973
C -0.579 -5.371 -0.102
H -6.192 0.065 2.902
H -4.827 1.051 3.004
H -4.702 -0.505 2.327
H -7.398 -0.373 0.481
H -5.818 -1.123 -0.046
H -6.581 0.135 -0.945
H -7.321 1.895 1.509
H -6.930 2.357 -0.101
H -5.978 2.955 1.393
H -4.679 2.863 -0.890
H -2.412 2.961 -1.849
H -3.547 -0.880 0.892
H -2.075 -2.389 1.148
H 1.856 -3.543 -0.037
H 2.141 -1.349 -0.963
H 0.824 -4.430 2.890
H 1.685 -4.697 1.480
H 0.660 -6.033 2.094
H -1.971 -3.779 2.744
H -1.872 -5.563 2.456
H -2.644 -4.500 1.249
H 0.291 -5.200 -0.766
H -1.465 -5.147 -0.703
H -0.673 -6.410 0.322
Cl 7.177 0.189 -4.724
C 5.556 0.448 -4.108
C 4.742 -0.615 -3.979
C 3.472 -0.390 -3.486
Cl 2.276 -1.617 -3.490
C 3.067 0.822 -2.931
O 1.859 1.000 -2.398
C 3.983 1.884 -3.031
Cl 3.585 3.400 -2.189
C 5.174 1.768 -3.712
H 4.983 -1.629 -4.238
H 5.725 2.675 -3.897
C 2.394 -1.122 4.361
C 1.412 -0.999 3.204
N 1.201 0.357 2.703
C 1.863 0.884 1.668
S 1.306 2.274 0.894
N 3.045 0.307 1.437
C 4.091 0.909 0.694
C 5.328 0.012 0.721
H 2.457 -2.207 4.596
H 1.890 -0.725 5.297
H 3.397 -0.699 4.171
H 0.421 -1.434 3.585
H 1.620 -1.740 2.412
H 0.384 0.858 2.916
H 3.485 -0.217 2.197
H 4.297 1.863 1.168
H 3.814 1.046 -0.317
H 5.648 -0.076 1.818
H 6.136 0.571 0.227
H 5.091 -0.979 0.307
Br 1.362 5.538 -5.298
C 0.528 5.054 -3.726
C 0.047 6.047 -2.848
C -0.378 5.639 -1.596
C -0.216 4.276 -1.219
N 0.108 3.339 -2.131
C 0.574 3.727 -3.345
H 0.200 7.138 -3.091
H -0.769 6.309 -0.907
H -0.434 3.991 -0.210
H 0.898 2.925 -4.021
*
```

The calculation puts the HOMO energy at -9.83 eV. For the total energy, the calculation gives -169326.199 eV. As for the relative energy (zero: lowest compared OMol25 entry of this formula, charge and spin): 272.1 kJ/mol.

=====

(8)
The molecule C3H5NS3 at a distorted geometry. Source: OMol25; level of theory: wB97M-V/def2-TZVPD.

Geometry as ORCA input:
```
! RIJCOSX wB97M-V def2-TZVPD def2/J DEFGRID3
* xyz 0 1
C -0.691 -1.512 0.803
N 0.603 -1.721 0.639
S 1.307 -0.997 -0.808
C 1.517 0.559 0.178
S 0.014 1.655 0.387
C -1.184 0.837 -0.909
S -2.002 -0.679 -0.224
H -1.014 -1.754 1.857
H 1.722 0.274 1.209
H 2.285 1.290 -0.271
H -0.539 0.473 -1.746
H -2.018 1.575 -1.115
*
```

The calculation puts the HOMO energy at -8.88 eV. As for the SMILES: C1=NSCSCS1. For the total energy, the calculation gives -37185.671 eV. As for the relative energy (zero: lowest compared OMol25 entry of this formula, charge and spin): 172.6 kJ/mol.

=====

(9)
A cluster of 2 separate species, C2H4NP in total at a distorted geometry. Source: OMol25; level of theory: wB97M-V/def2-TZVPD.

Geometry as ORCA input:
```
! RIJCOSX wB97M-V def2-TZVPD def2/J DEFGRID3
* xyz 0 1
C 1.225 -0.962 -0.130
C -0.839 0.719 -0.034
N 1.864 0.052 0.223
P 0.618 0.366 -1.150
H 0.685 -2.609 0.579
H -1.354 1.632 -0.323
H -0.527 0.782 1.115
H -1.671 0.020 -0.278
*
```

The calculation puts the HOMO energy (spin up / spin down) at -9.10 / -9.11 eV. For the total energy, the calculation gives -12912.430 eV. As for the relative energy (zero: lowest compared OMol25 entry of this formula, charge and spin): 395.5 kJ/mol.